{
  "formula": "C70H59F4NO2P2Pd",
  "method": "ωB97M-V/def2-TZVPD",
  "species": ["Pd", "P", "P", "F", "F", "F", "F", "O", "O", "N", "C", "C", "C", "C", "C", "C", "C", "C", "C", "C", "C", "C", "C", "C", "C", "C", "C", "C", "C", "C", "C", "C", "C", "C", "C", "C", "C", "C", "C", "C", "C", "C", "C", "C", "C", "C", "C", "C", "C", "C", "C", "C", "C", "C", "C", "C", "C", "C", "C", "C", "C", "C", "C", "C", "C", "C", "C", "C", "C", "C", "C", "C", "C", "C", "C", "C", "C", "C", "C", "C", "H", "H", "H", "H", "H", "H", "H", "H", "H", "H", "H", "H", "H", "H", "H", "H", "H", "H", "H", "H", "H", "H", "H", "H", "H", "H", "H", "H", "H", "H", "H", "H", "H", "H", "H", "H", "H", "H", "H", "H", "H", "H", "H", "H", "H", "H", "H", "H", "H", "H", "H", "H", "H", "H", "H", "H", "H", "H", "H"],
  "coordinates": [[-1.142, 0.978, 2.757], [-1.465, 2.961, 1.709], [0.603, 0.866, 4.206], [-0.689, 1.834, -4.607], [-2.105, -3.914, 4.612], [-4.078, 0.382, 4.246], [-4.730, 0.341, -2.614], [-1.186, -3.477, -5.082], [-0.818, -1.252, -5.491], [1.149, -3.526, -3.771], [2.377, -3.946, -3.759], [2.328, 2.663, 3.001], [-0.906, 3.176, 0.001], [-0.797, 2.770, 8.166], [0.203, -1.807, -7.649], [-0.820, -2.220, -0.257], [0.533, 2.922, 7.761], [-0.028, 5.381, 1.935], [1.760, -2.964, 3.459], [3.760, -5.980, -3.281], [3.416, 1.011, 4.411], [-5.384, 3.731, 2.575], [4.469, -3.495, -5.005], [-2.987, -1.711, 4.525], [-5.331, 2.312, 0.612], [0.105, 1.559, 5.804], [1.365, -6.172, -3.666], [-2.767, -0.408, 2.419], [4.425, -0.816, -4.191], [5.421, -2.601, -5.501], [0.891, 2.922, -1.600], [3.507, -3.060, -4.071], [2.523, -5.384, -3.580], [3.564, 3.248, 2.734], [1.441, -7.551, -3.468], [0.711, -2.981, 5.638], [-1.357, 1.034, -3.706], [-1.593, -1.347, 0.504], [2.685, -8.150, -3.208], [-1.898, -2.734, 2.558], [2.242, 1.545, 3.843], [-3.377, 0.208, -2.817], [3.533, -1.726, -3.618], [-1.032, -1.256, -6.964], [-3.197, -0.567, 3.775], [3.846, -7.363, -3.138], [-0.152, 5.377, 4.730], [0.246, 3.802, -2.468], [-2.326, -2.769, 3.880], [4.652, 1.599, 4.132], [5.363, -1.251, -5.136], [1.527, -1.594, 3.358], [-0.588, -2.441, -4.858], [-0.865, 4.424, 4.004], [-6.054, 2.981, 1.604], [-1.584, 4.018, -0.902], [0.989, 2.325, 6.586], [0.682, 6.330, 2.671], [-1.225, 1.396, 6.221], [0.919, -0.908, 4.421], [-3.938, 2.397, 0.588], [-2.702, -0.831, -2.192], [-1.257, 0.195, -7.337], [0.498, -1.605, 5.562], [4.728, 2.723, 3.303], [-0.618, 0.124, -2.981], [0.314, 2.589, -0.375], [-0.770, 4.384, 2.601], [-2.260, -2.054, -7.328], [-1.283, -0.914, -2.286], [0.527, -2.375, -3.887], [0.635, 6.323, 4.067], [-0.529, -1.929, -1.604], [-3.263, 3.122, 1.587], [-3.990, 3.799, 2.578], [-1.673, 1.997, 7.397], [1.364, -3.656, 4.605], [-2.740, 1.142, -3.639], [-2.058, -1.543, 1.824], [-1.005, 4.321, -2.133], [0.460, 0.241, -2.911], [-1.529, 4.968, -2.838], [1.202, 7.059, 4.640], [-7.144, 2.916, 1.616], [2.868, -1.414, -2.810], [-1.443, -3.611, 2.088], [0.532, -8.149, -3.521], [6.193, -2.971, -6.176], [4.437, -4.530, -5.357], [1.280, 7.078, 2.148], [0.359, -3.528, 6.512], [1.219, 3.516, 8.366], [-0.213, 5.374, 5.818], [-3.145, -1.596, -6.873], [3.611, 4.121, 2.081], [-3.381, 0.201, 1.743], [-2.556, 4.443, -0.644], [-3.375, 1.886, -0.196], [-3.337, -1.815, 5.549], [1.849, 2.482, -1.880], [0.715, 4.072, -3.416], [4.819, -7.823, -2.967], [0.351, -2.408, -2.035], [0.802, 1.875, 0.294], [-2.158, -3.083, -6.979], [1.093, -1.235, -7.355], [-1.919, 0.820, 5.601], [1.552, -4.726, 4.690], [-2.708, 1.854, 7.705], [-0.392, 0.813, -7.073], [1.045, -1.421, -3.789], [-2.391, -2.045, -8.417], [-1.841, -0.372, 0.080], [4.384, 0.229, -3.887], [5.693, 3.191, 3.097], [-3.462, 4.369, 3.344], [0.009, -1.073, 6.380], [-1.156, 3.252, 9.077], [-0.007, 5.411, 0.845], [6.059, -0.540, -5.578], [-2.149, 0.587, -6.834], [-5.950, 4.264, 3.340], [-3.279, 1.927, -4.162], [0.416, -5.685, -3.899], [-3.259, -1.570, -1.620], [-1.474, 3.684, 4.529], [3.364, 0.137, 5.063], [-0.400, -3.105, 0.235], [-5.843, 1.723, -0.150], [1.815, -1.050, 2.455], [1.412, 3.072, 2.564], [2.256, -3.487, 2.642], [0.341, -2.866, -7.396], [-1.417, 0.274, -8.419], [2.748, -9.230, -3.054], [5.563, 1.180, 4.564], [4.636, -5.346, -3.168], [0.087, -1.723, -8.735], [2.026, 2.453, 6.274]],
  "forces_ev_per_a": [[0.475, -0.308, 0.164], [-0.461, -0.796, -0.298], [-0.278, -0.321, -0.409], [-0.521, -0.318, 1.002], [-0.312, 0.941, -0.655], [0.903, -0.701, -0.088], [0.996, -0.222, -0.241], [0.245, 0.754, -0.019], [0.336, -0.318, -0.416], [0.091, -0.430, -0.169], [-0.550, 0.747, 0.435], [0.042, -0.227, 0.171], [0.117, 0.441, -0.431], [0.083, -0.093, -0.153], [0.289, -0.111, 0.109], [-1.106, -0.118, 0.279], [-0.162, 0.035, 0.023], [-0.126, -0.190, 0.357], [-0.046, 0.203, 0.058], [-0.336, -0.198, -0.150], [0.028, 0.357, -0.308], [0.035, -0.101, -0.094], [0.029, 0.444, 0.102], [0.477, -0.206, -0.248], [0.185, 0.154, 0.051], [0.453, 0.159, 0.666], [0.030, -0.674, -0.008], [-0.954, -1.191, 0.039], [0.003, -0.361, 0.065], [-0.307, -0.042, 0.207], [-0.023, 0.007, -0.011], [0.313, 0.205, -0.407], [0.204, -0.583, 0.305], [0.108, -0.024, 0.097], [0.458, 0.277, 0.084], [0.055, -0.047, -0.049], [0.100, 0.353, -0.701], [0.444, -0.509, -1.111], [-0.010, 0.158, -0.057], [0.133, 0.109, 0.395], [0.622, 0.187, 0.222], [-0.108, 0.151, 0.049], [0.330, -0.107, -0.307], [-0.219, 0.070, 0.269], [-0.634, 0.528, -1.200], [-0.342, 0.002, 0.048], [-0.137, 0.073, -0.116], [0.095, -0.051, 0.043], [0.201, -0.435, 0.148], [-0.127, 0.037, -0.037], [-0.065, -0.105, 0.134], [-0.078, -0.176, 0.245], [-0.519, -0.749, -0.095], [0.267, 0.006, -0.240], [0.061, 0.018, 0.035], [0.458, -0.121, -0.088], [-0.475, -0.208, 0.057], [-0.040, -0.015, 0.129], [0.087, 0.174, 0.069], [0.242, -0.143, 0.489], [-0.254, 0.067, 0.383], [0.221, -0.001, -0.238], [0.129, 0.352, 0.102], [0.195, -0.143, -0.347], [-0.249, -0.047, -0.032], [-0.229, -0.128, 0.288], [-0.297, 0.202, -0.107], [-0.040, 0.797, -0.031], [-0.413, -0.359, -0.105], [-0.480, 1.753, -0.488], [0.462, -0.499, -2.044], [-0.078, -0.132, -0.125], [0.899, -0.038, 1.434], [-0.404, 0.555, 0.025], [-0.226, -0.249, -0.399], [0.166, -0.078, -0.066], [-0.129, 0.017, 0.077], [0.089, -0.232, 0.344], [-0.378, 0.929, 1.683], [-0.057, -0.069, 0.022], [-0.259, -0.114, -0.310], [0.145, -0.130, 0.208], [-0.142, -0.213, -0.171], [0.331, 0.036, 0.017], [0.184, -0.064, -0.336], [-0.102, 0.318, 0.429], [0.274, 0.080, 0.003], [-0.243, 0.228, 0.054], [0.066, 0.411, 0.103], [-0.176, -0.171, 0.146], [0.143, 0.092, -0.193], [-0.174, -0.133, -0.149], [0.022, 0.011, -0.269], [0.083, -0.177, -0.024], [0.031, -0.215, 0.173], [0.246, 0.002, 0.373], [0.313, -0.111, 0.021], [-0.127, 0.098, 0.211], [0.041, 0.052, -0.249], [-0.201, 0.124, 0.045], [-0.185, -0.129, 0.255], [-0.282, 0.045, 0.073], [-0.231, 0.915, 0.704], [-0.124, 0.278, -0.103], [-0.189, 0.209, -0.180], [-0.131, -0.163, -0.020], [0.273, 0.221, 0.206], [-0.083, 0.259, -0.038], [0.254, 0.104, -0.046], [-0.171, -0.081, 0.013], [-0.322, -0.009, 0.283], [0.034, 0.042, 0.185], [-0.021, -0.332, 0.009], [0.134, -0.234, -0.072], [-0.281, -0.183, 0.057], [-0.198, -0.118, -0.195], [0.156, -0.166, -0.216], [0.137, -0.138, -0.240], [0.099, -0.083, 0.300], [-0.128, -0.157, 0.142], [0.205, -0.038, -0.034], [0.122, -0.157, -0.200], [0.078, -0.236, 0.068], [0.334, -0.179, 0.067], [0.101, 0.160, -0.183], [0.287, 0.102, -0.136], [-0.028, 0.224, -0.188], [-0.039, 0.330, -0.344], [0.099, 0.193, 0.194], [-0.051, -0.141, 0.247], [0.363, -0.143, 0.151], [-0.111, 0.080, 0.190], [0.061, 0.194, -0.060], [0.030, -0.076, 0.191], [0.001, 0.378, -0.108], [-0.250, 0.116, -0.092], [-0.115, -0.247, -0.028], [-0.001, -0.047, 0.184], [-0.267, -0.008, 0.069]],
  "total_charge": 0,
  "gap_ev": 3.3,
  "e_above_lowest_kcal_mol": 3.81
}